Entry 1:
# C20H42BNO7S2

A cluster of 3 separate species, C20H42BNO7S2 in total (ωB97M-V/def2-TZVPD, OMol25).

Structure (XYZ):
```
73
Properties=species:S:1:pos:R:3:forces:R:3:lowdin_charge:R:1
C 2.465 -2.843 -1.461 0.06 0.05 0.05 -0.11
C 1.884 -1.960 -0.358 -0.15 -0.25 0.01 -0.26
C 0.648 -1.165 -0.807 -0.04 0.07 0.11 -0.18
C 0.944 0.295 -1.199 0.08 -0.01 0.00 -0.20
N 0.138 1.248 -0.426 -0.20 -0.23 -0.55 -0.22
C 0.841 2.492 -0.073 0.20 -0.16 0.43 -0.17
C 1.406 3.338 -1.227 0.06 0.24 0.08 -0.17
C 2.937 3.291 -1.395 -0.03 0.12 -0.21 -0.20
C 3.453 2.481 -2.607 0.13 -0.13 0.00 -0.15
B 3.175 3.199 -3.984 -0.14 -0.02 -0.04 -0.31
O 1.927 3.320 -4.520 0.03 -0.49 -0.17 0.09
C -1.158 1.492 -0.944 0.24 0.03 0.39 -1.06
S -1.511 1.808 -2.489 -0.04 -0.20 -0.17 0.78
S -2.435 1.531 0.325 -0.33 0.49 -0.04 0.85
C -3.130 -0.162 0.284 0.22 -0.48 -0.06 -0.48
C -3.080 -0.909 -1.042 -0.44 -0.16 -0.27 -0.32
C -4.123 -0.444 -2.075 0.42 0.13 -0.12 -0.12
H 3.420 -3.277 -1.165 0.00 0.02 -0.01 0.07
H 1.786 -3.671 -1.675 -0.02 0.06 -0.09 0.07
H 2.619 -2.280 -2.385 0.02 -0.02 0.01 0.07
H 1.592 -2.607 0.474 0.10 0.02 0.03 0.10
H 2.652 -1.287 0.033 -0.05 0.03 -0.02 0.10
H 0.175 -1.692 -1.641 -0.03 0.01 0.04 0.11
H -0.081 -1.143 0.006 0.01 0.03 -0.03 0.10
H 0.790 0.442 -2.273 0.21 0.08 0.02 0.09
H 1.985 0.518 -0.958 -0.01 0.00 -0.11 0.11
H 1.670 2.193 0.577 -0.06 0.02 0.05 0.10
H 0.172 3.090 0.549 -0.10 -0.08 -0.07 0.11
H 1.121 4.374 -1.033 -0.05 -0.02 -0.06 0.12
H 0.918 3.076 -2.165 -0.11 -0.01 0.08 0.06
H 3.289 4.319 -1.513 0.07 -0.04 0.07 0.11
H 3.402 2.927 -0.473 -0.01 -0.05 -0.03 0.10
H 3.018 1.474 -2.609 -0.04 0.05 0.04 0.08
H 4.532 2.343 -2.492 -0.02 -0.02 0.00 0.09
H 4.048 3.690 -4.642 -0.04 0.18 0.13 0.08
H 1.275 2.710 -4.144 0.03 0.36 0.11 0.07
H -4.175 -0.030 0.570 0.05 0.12 0.06 0.07
H -2.655 -0.765 1.059 0.12 0.15 0.01 0.07
H -3.271 -1.962 -0.819 0.09 0.02 0.09 0.11
H -2.085 -0.878 -1.487 0.04 0.04 0.17 0.06
H -4.521 0.539 -1.820 -0.10 -0.07 0.02 0.07
H -4.932 -1.166 -2.185 -0.10 0.11 0.14 0.07
H -3.650 -0.332 -3.052 -0.11 -0.02 -0.03 0.05
C 3.718 2.781 3.544 0.16 0.11 -0.05 -0.06
C 4.247 1.562 2.819 -0.30 -0.04 0.11 -0.21
O 5.452 1.852 2.091 -0.03 0.00 -0.05 0.03
C 6.557 1.940 2.830 0.01 -0.02 -0.01 -0.61
O 6.634 1.765 4.018 0.00 0.00 0.02 0.12
O 7.572 2.248 2.023 0.00 0.02 -0.01 0.00
C 8.828 2.417 2.690 0.05 -0.01 -0.03 -0.04
H 3.587 3.605 2.842 -0.07 -0.01 0.01 0.08
H 2.756 2.555 4.005 -0.01 -0.02 -0.02 0.08
H 4.409 3.100 4.323 -0.02 -0.04 0.03 0.08
H 3.535 1.238 2.061 0.10 -0.02 -0.08 0.11
H 4.419 0.732 3.503 0.11 0.03 0.01 0.12
H 9.066 1.541 3.289 -0.01 0.00 0.01 0.10
H 8.802 3.299 3.328 -0.02 -0.02 0.03 0.10
H 9.561 2.547 1.900 -0.01 0.01 -0.01 0.09
C -7.362 -6.398 0.843 -0.09 0.08 0.00 -0.06
C -6.235 -5.537 0.318 0.11 -0.14 -0.01 -0.21
O -6.693 -4.231 -0.080 -0.01 0.01 0.00 0.03
C -6.920 -3.380 0.918 0.03 0.03 -0.02 -0.62
O -6.750 -3.593 2.090 0.00 -0.02 0.02 0.12
O -7.359 -2.234 0.395 -0.01 0.02 -0.02 0.00
C -7.712 -1.241 1.361 -0.01 0.15 0.04 -0.04
H -8.162 -6.466 0.106 0.02 -0.04 -0.02 0.08
H -6.992 -7.402 1.049 0.00 0.00 -0.01 0.08
H -7.770 -5.984 1.763 0.03 -0.01 0.02 0.08
H -5.813 -5.960 -0.592 -0.02 0.04 -0.03 0.12
H -5.437 -5.429 1.052 -0.04 0.04 0.04 0.12
H -6.891 -1.057 2.052 0.01 -0.07 0.01 0.09
H -8.594 -1.551 1.919 0.03 -0.03 0.03 0.10
H -7.929 -0.337 0.800 -0.01 -0.05 -0.07 0.09
```
Positions in Å, forces in eV/Å.

spin multiplicity: 1
LUMO energy: -0.64 eV
F_max: 0.63 eV/A
gap between HOMO and LUMO: 7.731 eV

***

Entry 2:
# C20H42BrClO9P2

A cluster of 5 separate species, C20H42BrClO9P2 in total (ωB97M-V/def2-TZVPD, OMol25).

Structure (XYZ):
```
75
Properties=species:S:1:pos:R:3:forces:R:3:lowdin_charge:R:1
O 0.163 2.632 2.636 0.08 0.50 0.21 0.16
C 0.735 3.615 2.290 -0.02 -0.16 0.54 -0.45
O 2.124 3.706 2.245 -0.13 -0.96 -0.62 0.12
C 2.305 4.461 1.091 -0.10 0.06 0.10 -0.47
O 3.045 4.155 0.221 0.54 0.37 0.08 0.18
C 1.223 5.507 1.102 -0.79 -0.24 -0.15 -0.28
P 1.627 7.097 0.221 0.46 -0.38 -0.58 0.56
O 1.493 8.094 1.494 -0.10 0.24 0.37 -0.40
Br -0.186 7.598 -0.959 -0.08 -0.08 0.29 0.30
C 0.203 4.919 1.763 0.35 0.74 -0.02 -0.26
P -1.564 5.316 2.203 0.00 -0.67 0.40 0.58
O -2.134 5.194 0.699 -0.33 0.42 -0.31 -0.37
Cl -1.542 7.346 2.528 0.25 0.14 -0.12 0.24
H 1.996 7.753 2.248 -0.13 0.20 0.02 0.06
H -2.693 5.948 0.461 0.00 -0.22 -0.18 0.04
C -3.105 0.425 -2.643 -0.03 0.04 0.17 -0.06
C -2.146 1.587 -2.452 0.11 -0.07 -0.12 -0.27
O -2.360 2.331 -1.262 -0.05 0.11 0.02 -0.16
C -2.243 1.600 -0.057 -0.03 -0.04 0.09 -0.27
C -0.881 0.961 0.138 0.01 -0.13 -0.10 -0.07
H -4.138 0.771 -2.595 -0.02 0.01 -0.04 0.08
H -2.934 -0.040 -3.614 0.01 0.00 -0.02 0.08
H -2.972 -0.349 -1.886 0.06 -0.05 -0.06 0.06
H -2.276 2.309 -3.259 -0.03 0.05 0.01 0.12
H -1.110 1.233 -2.508 -0.12 -0.02 0.03 0.08
H -3.031 0.840 0.013 0.02 -0.02 -0.03 0.11
H -2.432 2.321 0.740 0.00 0.04 -0.04 0.10
H -0.684 0.201 -0.622 -0.05 -0.02 0.03 0.06
H -0.820 0.482 1.115 0.00 0.05 0.05 0.07
H -0.093 1.711 0.070 -0.04 -0.01 0.10 0.06
C -0.949 -5.122 -1.036 -0.13 0.00 0.07 -0.08
C -1.106 -3.639 -1.326 0.13 0.00 -0.02 -0.28
O -2.441 -3.172 -1.252 -0.08 0.03 -0.09 -0.16
C -3.084 -3.324 -0.001 -0.04 -0.01 0.08 -0.27
C -2.380 -2.604 1.135 0.09 0.03 -0.03 -0.07
H -1.592 -5.708 -1.694 0.02 -0.01 -0.03 0.08
H 0.086 -5.424 -1.196 0.02 0.00 -0.02 0.08
H -1.209 -5.369 -0.006 0.05 0.01 0.02 0.07
H -0.790 -3.427 -2.347 -0.03 0.04 -0.01 0.12
H -0.455 -3.052 -0.666 -0.01 -0.01 0.02 0.10
H -3.220 -4.383 0.245 0.06 -0.01 -0.01 0.11
H -4.081 -2.905 -0.143 0.00 0.02 -0.04 0.12
H -1.396 -3.030 1.336 -0.03 -0.07 0.05 0.05
H -2.968 -2.678 2.051 -0.02 0.01 0.00 0.08
H -2.242 -1.550 0.890 -0.03 0.02 0.01 0.06
C 1.869 1.394 -1.990 -0.03 0.08 -0.15 -0.07
C 1.632 -0.070 -2.316 0.11 0.00 0.12 -0.27
O 0.627 -0.292 -3.288 -0.05 -0.13 0.02 -0.18
C 0.854 0.287 -4.558 0.00 0.08 -0.11 -0.29
C 2.114 -0.206 -5.250 0.04 -0.04 0.11 -0.08
H 0.936 1.875 -1.693 0.09 0.00 -0.05 0.05
H 2.586 1.484 -1.173 -0.01 0.01 0.03 0.08
H 2.270 1.946 -2.842 0.07 -0.02 0.00 0.07
H 1.280 -0.591 -1.424 0.00 -0.03 -0.01 0.11
H 2.571 -0.553 -2.611 -0.01 0.02 -0.04 0.11
H 0.860 1.382 -4.487 0.03 0.00 0.02 0.11
H -0.019 0.016 -5.152 -0.04 -0.02 0.02 0.12
H 3.016 0.087 -4.712 0.00 0.05 -0.02 0.07
H 2.176 0.214 -6.254 -0.02 0.00 -0.02 0.08
H 2.106 -1.294 -5.324 -0.02 -0.01 -0.03 0.08
C 0.733 -1.865 3.365 0.10 -0.04 -0.09 -0.07
C 0.580 -3.202 4.070 -0.05 0.10 0.08 -0.28
O 1.108 -4.298 3.347 -0.07 -0.08 -0.03 -0.16
C 2.493 -4.242 3.061 0.11 0.01 -0.05 -0.28
C 3.380 -4.183 4.293 -0.10 0.04 0.07 -0.08
H 0.299 -1.919 2.366 -0.03 0.06 -0.01 0.06
H 0.226 -1.080 3.927 -0.04 0.00 0.00 0.08
H 1.778 -1.572 3.258 0.01 0.02 0.06 0.07
H -0.479 -3.430 4.194 -0.01 -0.04 -0.02 0.12
H 1.013 -3.156 5.076 0.04 0.00 -0.02 0.11
H 2.715 -3.403 2.391 0.00 0.02 0.03 0.11
H 2.703 -5.154 2.502 -0.03 -0.02 -0.01 0.12
H 3.237 -3.261 4.857 0.03 0.03 -0.03 0.07
H 4.429 -4.232 3.999 0.01 -0.02 -0.02 0.08
H 3.163 -5.019 4.959 0.02 -0.03 -0.01 0.08
```
Positions in Å, forces in eV/Å.

spin multiplicity: 1
LUMO energy: -1.80 eV
F_max: 1.15 eV/A
gap between HOMO and LUMO: 7.472 eV

***

Entry 3:
# C20H42FNO22S2

A cluster of 6 separate species, C20H42FNO22S2 in total (ωB97M-V/def2-TZVPD, OMol25).

Structure (XYZ):
```
88
Properties=species:S:1:pos:R:3:forces:R:3:lowdin_charge:R:1
O 6.720 -0.914 0.061 -3.24 -0.85 0.62 -0.32
S 5.256 -0.666 0.080 4.11 3.32 -0.76 0.71
O 4.995 0.746 -0.295 -0.88 -3.29 1.05 -0.32
O 4.614 -0.862 1.601 0.25 -0.18 -2.10 -0.16
C 4.442 -1.844 -1.058 -1.63 -0.08 0.21 -0.21
C 2.981 -1.346 -1.346 -0.51 -0.44 0.13 -0.22
C 1.900 -2.046 -0.443 0.21 0.22 -0.65 -0.16
C 0.507 -1.960 -1.176 1.20 -1.12 -0.16 -0.21
N -0.631 -1.956 -0.227 -0.41 -0.88 -0.80 -0.17
C -1.194 -0.606 0.002 -1.67 1.00 1.33 -0.22
O -0.166 0.394 0.094 0.23 -1.24 -0.86 -0.13
O -0.850 1.617 0.062 -0.46 0.76 0.65 -0.02
S -1.939 -2.864 -0.890 -3.96 3.00 -1.43 0.77
O -3.164 -2.595 -0.104 3.34 -1.21 -0.91 -0.27
O -2.086 -2.457 -2.308 1.13 -2.12 2.79 -0.27
F -1.604 -4.441 -0.734 0.37 2.45 -0.21 -0.16
H 4.540 -1.812 1.782 0.16 -0.02 0.16 0.08
H 4.389 -2.863 -0.611 0.31 0.77 0.00 0.11
H 4.998 -1.959 -2.009 0.25 0.65 0.86 0.12
H 2.901 -0.242 -1.247 0.16 -0.68 -0.10 0.11
H 2.716 -1.600 -2.399 0.41 0.19 0.61 0.12
H 2.192 -3.120 -0.368 -0.37 0.65 0.15 0.11
H 1.875 -1.620 0.578 -0.10 -0.11 -0.57 0.12
H 0.434 -2.907 -1.761 0.01 0.78 0.20 0.12
H 0.488 -1.130 -1.913 -0.24 -0.33 0.64 0.13
H -1.743 -0.603 0.972 0.39 -0.22 -0.66 0.14
H -1.940 -0.280 -0.762 0.73 -0.37 0.08 0.13
H -1.035 1.850 -0.864 0.41 -0.44 -0.14 0.12
C -0.653 8.529 -0.825 0.02 0.31 -0.29 -0.04
O -0.717 7.862 0.436 -0.01 -0.03 0.07 0.00
C -0.673 6.532 0.351 0.01 0.16 0.21 -0.62
O -0.589 5.890 -0.659 -0.01 -0.12 -0.16 0.13
O -0.740 6.040 1.591 0.05 -0.19 -0.24 -0.04
C -0.703 4.614 1.654 0.04 -0.41 0.13 -0.03
H -0.697 9.598 -0.630 -0.01 -0.10 0.22 0.09
H 0.285 8.304 -1.332 -0.11 -0.12 -0.03 0.10
H -1.502 8.253 -1.450 0.11 -0.11 -0.01 0.10
H 0.233 4.235 1.245 -0.12 0.01 -0.12 0.10
H -1.554 4.183 1.127 0.12 0.03 -0.10 0.09
H -0.764 4.329 2.702 0.00 0.26 0.01 0.10
C -5.676 -9.241 0.058 -0.06 -0.36 -0.12 -0.04
O -5.381 -8.171 0.955 0.02 -0.01 0.03 -0.01
C -5.553 -6.956 0.428 0.05 0.02 0.36 -0.64
O -5.918 -6.718 -0.690 -0.03 0.01 -0.22 0.13
O -5.245 -6.055 1.361 0.00 -0.09 0.03 0.01
C -5.383 -4.699 0.930 -0.04 0.37 -0.03 -0.04
H -5.501 -10.171 0.594 0.06 0.17 0.16 0.10
H -6.720 -9.207 -0.251 0.09 0.10 -0.10 0.10
H -5.018 -9.208 -0.811 -0.13 0.09 -0.04 0.09
H -6.417 -4.486 0.657 0.07 -0.08 -0.12 0.10
H -4.716 -4.491 0.097 -0.15 -0.04 -0.03 0.07
H -5.105 -4.060 1.765 0.06 -0.23 0.07 0.10
C 0.760 -10.760 -0.661 0.24 -0.29 0.08 -0.04
O 0.012 -9.792 -1.394 0.00 0.02 -0.05 0.00
C -0.754 -9.007 -0.632 -0.01 0.02 -0.32 -0.62
O -0.848 -9.060 0.563 0.00 -0.01 0.21 0.13
O -1.395 -8.154 -1.433 0.03 -0.02 -0.06 0.02
C -2.258 -7.247 -0.747 -0.32 0.18 0.06 -0.04
H 1.340 -11.335 -1.380 -0.12 0.16 -0.14 0.09
H 1.447 -10.273 0.032 -0.14 -0.02 0.07 0.10
H 0.095 -11.438 -0.127 0.03 0.13 0.09 0.10
H -1.691 -6.625 -0.058 -0.04 -0.23 0.13 0.09
H -3.042 -7.788 -0.217 0.18 0.00 0.11 0.09
H -2.722 -6.607 -1.494 0.12 -0.18 -0.15 0.10
C -1.897 7.721 3.646 -0.12 -0.19 -0.01 -0.04
O -1.825 9.039 4.196 -0.08 0.10 0.10 0.01
C -0.954 9.162 5.196 -0.25 0.17 -0.23 -0.62
O -0.264 8.289 5.644 0.13 -0.13 0.12 0.13
O -0.984 10.430 5.615 -0.01 0.05 0.00 0.00
C -0.092 10.706 6.693 0.18 0.18 0.25 -0.05
H -2.633 7.738 2.844 0.04 0.26 0.06 0.10
H -0.942 7.427 3.232 0.01 0.05 0.19 0.08
H -2.225 7.007 4.404 0.13 0.04 0.03 0.10
H 0.941 10.525 6.394 -0.06 -0.14 0.06 0.10
H -0.348 10.108 7.568 0.10 -0.08 -0.09 0.10
H -0.203 11.758 6.946 -0.15 -0.03 -0.18 0.09
C 5.077 3.876 -6.305 0.13 0.04 -0.32 -0.05
O 4.166 3.967 -5.213 -0.05 0.02 -0.05 0.00
C 4.630 3.447 -4.073 -0.34 0.13 0.13 -0.63
O 5.705 2.936 -3.919 0.20 -0.10 -0.04 0.13
O 3.690 3.595 -3.140 -0.05 0.10 -0.10 0.00
C 4.053 3.080 -1.854 -0.05 -0.06 0.26 -0.04
H 4.595 4.326 -7.170 -0.16 0.02 0.17 0.09
H 5.993 4.426 -6.090 0.02 -0.15 0.05 0.10
H 5.302 2.834 -6.534 0.11 0.05 0.11 0.10
H 4.926 3.600 -1.463 0.06 -0.15 -0.09 0.10
H 4.237 2.011 -1.905 0.16 0.14 -0.07 0.06
H 3.214 3.256 -1.183 -0.08 0.11 -0.22 0.10
```
Positions in Å, forces in eV/Å.

spin multiplicity: 1
LUMO energy: -0.26 eV
F_max: 5.34 eV/A
gap between HOMO and LUMO: 10.477 eV

***

Q: Which of these has the lowest F_max?
A: C20H42BNO7S2

***

Q: Which of these has the lowest F_max?
A: C20H42BNO7S2

***

Q: Which of these has the highest gap between HOMO and LUMO?
A: C20H42FNO22S2